Density functional theory data (ωB97M-V with the def2-TZVPD basis set) for the molecule C23H16ClF2N7O at a distorted geometry.

Calculated values
Energy above the lowest of the compared OMol25 structures with the same formula, charge and spin   0.0 kcal per mole
Calculated total energy   -2004.515131 a.u.
Frontier orbital gap   7.756 eV
E_HOMO   -0.3031 Eh
LUMO   -0.49 eV

Each atom is followed by the atoms it is bonded to, with distances in Å.
Atoms and positions in Å:
1 O -2.318 -1.773 4.096  C9 1.183
2 F -3.816 -2.987 8.849  C20 1.339
3 F 3.055 6.694 -2.900  C27 1.352
4 Cl -2.629 -0.827 1.099  C17 1.771
5 N 0.147 0.094 -0.399  C10 1.337, N31 1.354
6 N 0.338 1.132 3.023  C11 1.333, C16 1.432
7 N 2.517 0.352 -4.438  C12 1.305, C15 1.398
8 N -2.804 -0.889 9.060  C19 1.337, C20 1.358
9 C -2.181 -0.808 4.767  O1 1.183, C28 1.507, N30 1.405
10 C 1.276 0.548 -0.953  N5 1.337, C13 1.478, C18 1.466
11 C 0.772 1.034 1.766  N6 1.333, C14 1.429, N31 1.385
12 C 2.185 -0.882 -4.170  N7 1.305, N32 1.377, C33 1.496
13 C 2.274 1.230 -0.102  C10 1.478, C14 1.386, H35 1.088
14 C 2.008 1.510 1.229  C11 1.429, C13 1.386, H36 1.095
15 C 2.090 1.109 -3.343  N7 1.398, C18 1.379, C29 1.495
16 C -0.892 0.402 2.968  N6 1.432, C17 1.360, N30 1.397
17 C -1.159 -0.054 1.715  Cl4 1.771, C16 1.360, N31 1.407
18 C 1.559 0.290 -2.368  C10 1.466, C15 1.379, N32 1.410
19 C -2.237 0.189 8.507  N8 1.337, C23 1.409, H37 1.089
20 C -3.236 -1.919 8.287  F2 1.339, N8 1.358, C24 1.384
21 C 1.657 4.797 -2.444  C25 1.410, C27 1.408, H38 1.081
22 C 3.721 4.526 -3.691  C26 1.403, C27 1.413, H39 1.101
23 C -2.018 0.268 7.118  C19 1.409, C28 1.426, H40 1.060
24 C -3.047 -1.879 6.916  C20 1.384, C28 1.418, H41 1.096
25 C 1.366 3.424 -2.585  C21 1.410, C29 1.415, H42 1.070
26 C 3.505 3.144 -3.791  C22 1.403, C29 1.438, H43 1.091
27 C 2.819 5.367 -3.000  F3 1.352, C21 1.408, C22 1.413
28 C -2.424 -0.792 6.254  C9 1.507, C23 1.426, C24 1.418
29 C 2.298 2.587 -3.242  C15 1.495, C25 1.415, C26 1.438
30 N -1.560 0.314 4.192  C9 1.405, C16 1.397, H44 1.013
31 N -0.081 0.358 0.910  N5 1.354, C11 1.385, C17 1.407
32 N 1.517 -0.985 -2.970  C12 1.377, C18 1.410, C34 1.487
33 C 2.530 -2.059 -5.026  C12 1.496, H45 1.135, H46 1.077, H47 1.100
34 C 0.911 -2.201 -2.367  N32 1.487, H48 1.075, H49 1.096, H50 1.124
35 H 3.251 1.489 -0.503  C13 1.088
36 H 2.805 1.928 1.853  C14 1.095
37 H -1.981 0.973 9.218  C19 1.089
38 H 0.947 5.455 -1.963  C21 1.081
39 H 4.606 5.004 -4.139  C22 1.101
40 H -1.550 1.150 6.761  C23 1.060
41 H -3.374 -2.732 6.311  C24 1.096
42 H 0.483 3.001 -2.153  C25 1.070
43 H 4.244 2.522 -4.299  C26 1.091
44 H -1.236 1.032 4.829  N30 1.013
45 H 1.822 -2.144 -5.910  C33 1.135
46 H 3.518 -1.892 -5.422  C33 1.077
47 H 2.552 -3.030 -4.510  C33 1.100
48 H -0.161 -2.194 -2.437  C34 1.075
49 H 1.222 -3.127 -2.865  C34 1.096
50 H 1.167 -2.287 -1.276  C34 1.124